A molecular structure, C10H17N10OSW, computed with ωB97M-V/def2-TZVPD.

Atoms and positions in Å:
W1 0.48228 -0.49642 1.04528
N1 -1.09296 -0.67370 2.59063
N2 -1.68341 -1.96552 2.73387
C1 -1.37616 -2.93682 1.88379
N3 -1.89562 -4.12620 1.95343
S1 -0.15746 -2.60489 0.61697
H1 -0.65400 -0.43467 3.48689
H2 -1.85434 -0.00370 2.45295
H3 -2.31812 -2.09259 3.51675
H4 -2.57215 -4.40359 2.65907
H5 -1.61875 -4.84841 1.29612
C2 -1.39701 -0.10598 -1.50216
N4 -1.24463 0.62190 -2.67439
C3 0.16352 0.69651 -3.07009
N5 0.91696 1.47057 -2.06784
C4 0.82370 0.89311 -0.77441
N6 -0.60202 0.65449 -0.28584
C5 -1.23216 2.11079 -0.26721
N7 -1.08523 2.70057 -1.53985
C6 -1.83103 1.96490 -2.56507
C7 0.31028 2.82575 -1.94294
H6 -0.96261 -1.09944 -1.58005
H7 -2.42628 -0.14331 -1.14876
H8 0.25443 1.19900 -4.03011
H9 0.58165 -0.30691 -3.16556
H10 1.32619 1.58192 -0.06592
H11 1.35168 -0.13671 -0.78744
H12 -0.69567 2.66963 0.50104
H13 -2.28034 1.98694 0.00005
H14 -1.75254 2.47964 -3.51970
H15 -2.88304 1.89231 -2.29131
H16 0.87195 3.41270 -1.21482
H17 0.37563 3.31848 -2.91026
O1 1.57337 -0.80233 2.66303
N8 2.41467 -0.75796 1.61257
C8 3.69550 -0.85750 1.68507
C9 4.35909 -1.01099 2.93478
N9 4.87450 -1.16060 3.95072
C10 4.38889 -0.79908 0.43406
N10 4.85125 -0.71187 -0.61333

M   509.2 g mol⁻¹
LUMO level   -12.2 eV
E_HOMO   -0.69142 hartree
Net charge   +3
Multiplicity   1
Gap between HOMO and LUMO   0.2429 Eh

Atom charges from the Löwdin analysis, given in e for atoms 1 to 5:
1. W 1.339
2. N -0.031
3. N 0.020
4. C -0.623
5. N 0.221